# 1
This record from the Open Molecules 2025 dataset describes a cluster of 2 separate species, C18H21N2 in total. The level of theory is ωB97M-V/def2-TZVPD.

- total charge = +1
- HOMO energy (Eh) = -0.4425
- Kohn-Sham gap (eV) = 7.3
- molar mass (g/mol) = 265.38

Geometry (Å):
C (2.5906, 0.9041, -1.6456)
C (2.0805, 2.0775, -0.7883)
C (1.7634, 1.4953, 0.5679)
N (2.4549, 0.1930, 0.5966)
N (2.1754, -0.5716, 1.6677)
C (2.2554, -1.9087, 1.7736)
C (2.5972, -0.3426, -0.7551)
H (1.9362, 0.7461, -2.5155)
H (3.5927, 1.1102, -2.0740)
H (2.7754, 2.9172, -0.7364)
H (1.1565, 2.4956, -1.2310)
H (2.0285, 2.0980, 1.4528)
H (0.6657, 1.3634, 0.6370)
H (0.9330, -2.3056, 2.2668)
H (2.5121, -2.6155, 0.8244)
H (1.7419, -0.9669, -1.0436)
H (3.5030, -0.9521, -0.8678)
C (2.1126, -2.8572, 3.1243)
C (2.3917, -4.3106, 2.7657)
C (1.4000, -5.2483, 3.1311)
C (1.5428, -6.5907, 2.7759)
C (2.7125, -7.0040, 2.1353)
C (3.7532, -6.0910, 1.9310)
C (3.5834, -4.7117, 2.1933)
C (3.0577, -2.1430, 4.0815)
C (2.4770, -1.2576, 5.0337)
C (3.3065, -0.6452, 5.9881)
C (4.6834, -0.9131, 6.0750)
C (5.1757, -1.9867, 5.3186)
C (4.3412, -2.6641, 4.4059)
H (1.1634, -2.9661, 3.7421)
H (0.4540, -4.9072, 3.5656)
H (0.7000, -7.2582, 2.8943)
H (2.8025, -8.0375, 1.7546)
H (4.6662, -6.3844, 1.4315)
H (4.3053, -3.9346, 1.8900)
H (1.4128, -0.9943, 4.9580)
H (2.9007, 0.1708, 6.5894)
H (5.3594, -0.3220, 6.6885)
H (6.2449, -2.2166, 5.3452)
H (4.7226, -3.5215, 3.8572)

# 2
This record from the Open Molecules 2025 dataset describes a cluster of 2 separate species, C10H14N2O in total. The level of theory is ωB97M-V/def2-TZVPD.

- HOMO energy (Eh) = -0.2891
- Kohn-Sham gap (eV) = 8.3
- molar mass (g/mol) = 178.24

Geometry (Å):
C (-0.9403, -0.9078, -0.7892)
C (0.0104, 0.0131, -0.1801)
C (-1.4066, -1.6779, 0.4068)
C (-1.5370, -0.8969, -1.9722)
C (3.0539, 1.1287, 1.1519)
C (0.6774, 0.9579, -0.7667)
C (2.1525, 1.9119, 0.6220)
C (0.8303, 1.4120, -2.1260)
C (1.8564, 3.3593, 0.8721)
C (-2.5203, -3.3240, 1.6015)
N (-0.7301, -1.4012, 1.4780)
N (-2.1182, -2.7715, 0.3002)
O (0.1437, -0.3371, 1.2111)
H (-2.3463, -1.6680, -2.1665)
H (-1.3811, -0.2312, -2.7834)
H (3.8812, 1.3857, 1.8223)
H (3.1213, 0.1140, 0.8138)
H (1.3864, 2.3374, -2.3302)
H (-0.1581, 1.5329, -2.5773)
H (1.3229, 0.6112, -2.6524)
H (1.1172, 3.8376, 0.1569)
H (2.7221, 4.0663, 0.8685)
H (1.4371, 3.3866, 1.9829)
H (-2.9742, -2.3217, 1.9925)
H (-3.1868, -4.1432, 1.3583)
H (-1.5526, -3.6408, 2.0477)
H (-2.8615, -2.7335, -0.3423)

# 3
This record from the Open Molecules 2025 dataset describes a cluster of 2 separate species, C19H18F6N8O2S in total. The level of theory is ωB97M-V/def2-TZVPD.

- HOMO energy (Eh) = -0.2942
- SMILES = FC(F)(F)c1cc(NC(=S)NC[C@H]2CCCN2)cc(C(F)(F)F)c1.O=[N+]([O-])c1ccc2nnnn2c1
- Kohn-Sham gap (eV) = 6.8
- molar mass (g/mol) = 536.46

Geometry (Å):
F (6.9800, -3.0423, -2.4175)
C (6.3597, -3.1667, -1.2015)
F (5.9925, -4.4749, -1.0655)
F (7.3062, -2.9087, -0.2417)
C (5.1918, -2.2233, -1.0835)
C (3.9395, -2.7014, -0.7366)
C (2.8554, -1.8159, -0.6518)
N (1.6148, -2.3494, -0.3049)
C (0.3905, -1.7610, -0.5339)
S (0.2019, -0.6797, -1.7947)
N (-0.5554, -2.1995, 0.3550)
C (-1.7459, -1.4422, 0.7496)
C (-2.2653, -0.6671, -0.4312)
C (-2.9634, -1.5155, -1.4844)
C (-4.0899, -0.6268, -2.0453)
C (-4.3746, 0.4447, -0.9796)
N (-3.2772, 0.3264, 0.0112)
C (3.0465, -0.4488, -0.8790)
C (4.3207, 0.0086, -1.2121)
C (4.5423, 1.4832, -1.4044)
F (5.5358, 1.7431, -2.3044)
F (3.4165, 2.1155, -1.8457)
F (4.9050, 2.0883, -0.2243)
C (5.4043, -0.8601, -1.3157)
H (3.7773, -3.7651, -0.5467)
H (1.6214, -3.2694, 0.1481)
H (-0.2031, -2.7999, 1.1011)
H (-2.5265, -2.1613, 1.0582)
H (-1.5299, -0.7781, 1.6094)
H (-1.4613, -0.0377, -0.8994)
H (-2.2339, -1.7916, -2.2532)
H (-3.3521, -2.4340, -1.0089)
H (-3.7760, -0.1562, -2.9874)
H (-4.9752, -1.2442, -2.2472)
H (-4.5009, 1.4581, -1.3890)
H (-5.2935, 0.1525, -0.4515)
H (-3.6670, 0.0725, 0.9308)
H (2.2219, 0.2645, -0.8081)
H (6.3878, -0.4889, -1.5708)
O (-0.4148, 2.3844, -0.4873)
N (-0.5939, 3.3051, 0.3487)
O (0.1611, 4.2934, 0.4639)
C (-1.6987, 3.2133, 1.2438)
C (-1.7465, 4.1411, 2.3180)
C (-2.5020, 3.8365, 3.4339)
C (-3.1237, 2.5721, 3.4761)
N (-3.7497, 1.9240, 4.4745)
N (-4.0838, 0.6912, 3.9655)
N (-3.6982, 0.5556, 2.7338)
N (-3.0882, 1.7338, 2.3532)
C (-2.4803, 2.0841, 1.1760)
H (-1.1561, 5.0286, 2.2444)
H (-2.6228, 4.4873, 4.2884)
H (-2.4232, 1.4020, 0.3238)

# 4
This record from the Open Molecules 2025 dataset describes a cluster of 10 separate species, C16H29Cl18N2P in total. The level of theory is ωB97M-V/def2-TZVPD.

- HOMO energy (Eh) = -0.3084
- SMILES = CCP(C)[C@@H](C#N)CC#N.ClCCl.ClCCl.ClCCl.ClCCl.ClCCl.ClCCl.ClCCl.ClCCl.ClCCl
- Kohn-Sham gap (eV) = 8.6
- molar mass (g/mol) = 918.55

Geometry (Å):
C (-3.1910, -6.9652, 0.0096)
C (-3.4456, -5.5879, -0.6578)
P (-2.8539, -4.2335, 0.4640)
C (-4.2252, -3.0027, 0.5609)
C (-1.4818, -3.2775, -0.3807)
C (-1.0142, -2.2221, 0.5032)
N (-0.6354, -1.3491, 1.1656)
C (-0.2855, -4.1461, -0.8008)
C (0.0417, -5.2104, 0.1417)
N (0.3544, -6.1153, 0.7892)
H (-2.7636, -7.6433, -0.7189)
H (-2.5524, -6.8495, 0.8770)
H (-4.1240, -7.3763, 0.3773)
H (-3.0548, -5.5481, -1.6714)
H (-4.5218, -5.4919, -0.7272)
H (-5.1325, -3.4532, 0.9431)
H (-3.9346, -2.1686, 1.1888)
H (-4.4043, -2.6100, -0.4375)
H (-1.8914, -2.8028, -1.2726)
H (-0.3929, -4.5271, -1.8074)
H (0.5747, -3.4852, -0.8258)
Cl (1.4044, -2.3069, -2.6917)
C (1.7667, -0.7068, -2.0210)
Cl (2.9810, 0.1426, -2.9864)
H (0.8599, -0.1217, -2.0079)
H (2.1417, -0.8290, -1.0124)
Cl (5.9336, 1.6632, 1.1223)
C (4.9286, 0.4336, 0.3448)
Cl (3.3892, 0.2197, 1.1915)
H (4.7233, 0.7434, -0.6733)
H (5.4613, -0.5096, 0.3509)
Cl (-0.2736, 4.4402, -4.5322)
C (0.7378, 3.4010, -3.5227)
Cl (-0.1082, 1.9232, -3.0404)
H (1.6327, 3.1369, -4.0794)
H (1.0128, 3.9462, -2.6290)
Cl (4.5974, 6.0790, -5.8293)
C (4.2183, 5.5462, -4.1901)
Cl (3.7834, 3.8306, -4.1388)
H (5.0883, 5.6955, -3.5634)
H (3.3845, 6.1283, -3.8180)
Cl (-3.9248, -4.6444, 4.0537)
C (-3.5525, -3.0172, 4.6324)
Cl (-2.3689, -2.2330, 3.5798)
H (-4.4621, -2.4283, 4.6313)
H (-3.1504, -3.0833, 5.6361)
Cl (-5.0857, -3.7760, -2.7824)
C (-6.6046, -2.8796, -2.9270)
Cl (-7.9967, -3.9628, -2.9981)
H (-6.7081, -2.2357, -2.0613)
H (-6.5749, -2.2890, -3.8344)
Cl (1.1626, 3.9184, 0.0105)
C (1.8200, 3.6437, 1.6272)
Cl (1.6140, 5.0611, 2.6701)
H (1.3003, 2.8059, 2.0759)
H (2.8779, 3.4232, 1.5415)
Cl (3.5109, 6.4484, -1.0286)
C (4.2629, 6.4081, 0.5721)
Cl (5.6449, 7.5025, 0.6761)
H (3.5249, 6.7046, 1.3059)
H (4.6044, 5.3978, 0.7674)
Cl (1.3361, 7.3941, 6.8876)
C (2.3523, 6.0987, 6.2445)
Cl (2.3453, 4.6781, 7.2951)
H (1.9743, 5.8117, 5.2714)
H (3.3688, 6.4636, 6.1594)

# 5
This record from the Open Molecules 2025 dataset describes the molecule C3H3N3O2. The level of theory is ωB97M-V/def2-TZVPD.

- HOMO energy (Eh) = -0.3699
- SMILES = O=C1C=NC(NO)=N1
- Kohn-Sham gap (eV) = 8.8
- molar mass (g/mol) = 113.08

Geometry (Å):
O (1.9212, -2.0799, -1.1762)
C (1.1678, -1.2161, -0.7954)
C (-0.0416, -0.6837, -1.6110)
N (-0.7344, 0.1026, -0.9140)
C (-0.0317, 0.1359, 0.3844)
N (-0.4219, 0.8084, 1.5504)
O (-1.1408, 1.9368, 1.3605)
N (1.0024, -0.6108, 0.4692)
H (-0.1805, -0.8735, -2.6405)
H (0.4899, 0.9733, 2.0560)
H (-2.0305, 1.5069, 1.3166)

# 6
This record from the Open Molecules 2025 dataset describes the molecule C6H5N5O2. The level of theory is ωB97M-V/def2-TZVPD.

- HOMO energy (Eh) = -0.2800
- Kohn-Sham gap (eV) = 7.5
- molar mass (g/mol) = 179.14

Geometry (Å):
C (-1.2868, 0.4219, -0.6119)
C (-1.4094, -0.0201, -2.0640)
C (1.0776, -0.3637, -1.0989)
C (2.2713, 0.9338, -2.7336)
C (-0.1953, -0.6926, 1.0788)
C (0.0049, 0.3981, -1.7535)
N (-1.6360, -1.3488, -1.8714)
N (-1.4591, -1.7696, -0.7169)
N (-1.2869, -0.7319, 0.1285)
N (1.0242, -0.7904, 0.1983)
N (0.8893, 1.2816, -2.6911)
O (2.2174, -0.1136, -1.5823)
O (3.1330, 1.1369, -3.5173)
H (-1.4750, 1.3165, -0.0531)
H (-0.4030, 0.1335, 1.7503)
H (-0.2424, -1.6103, 1.7114)
H (1.9532, -0.7650, 0.6628)
H (0.4443, 1.8165, -3.4602)

# 7
This record from the Open Molecules 2025 dataset describes the molecule C4H12N2. The level of theory is ωB97M-V/def2-TZVPD.

- HOMO energy (Eh) = -0.3286
- SMILES = C[C@@H](N)CCN
- Kohn-Sham gap (eV) = 10.0
- molar mass (g/mol) = 88.15

Geometry (Å):
C (0.3787, 1.3295, 1.9545)
C (0.6647, 0.4515, 0.7277)
N (1.1992, -0.8282, 1.2086)
C (-0.6241, 0.2853, -0.1158)
C (-0.3365, -0.0577, -1.5821)
N (-1.1892, -1.1509, -2.0692)
H (-0.6750, 1.3593, 2.2494)
H (0.9296, 0.9897, 2.8308)
H (0.6512, 2.3777, 1.7973)
H (1.4169, 0.9055, 0.1157)
H (0.5008, -1.3900, 1.6789)
H (1.5870, -1.3895, 0.4600)
H (-1.1601, 1.2346, -0.0661)
H (-1.1832, -0.5322, 0.3067)
H (-0.4523, 0.8335, -2.2020)
H (0.7152, -0.3154, -1.7036)
H (-0.6193, -1.8379, -2.5521)
H (-1.8538, -0.8454, -2.7704)

# 8
This record from the Open Molecules 2025 dataset describes the molecule C5H13N. The level of theory is ωB97M-V/def2-TZVPD.

- HOMO energy (Eh) = -0.3362
- SMILES = CC[C@@H](C)CN
- Kohn-Sham gap (eV) = 10.3
- molar mass (g/mol) = 87.17

Geometry (Å):
C (-0.0341, 2.1866, 1.0091)
C (0.7027, 0.8762, 0.6761)
C (-0.1073, -0.1084, -0.1709)
C (0.2030, 0.0440, -1.6713)
C (0.1718, -1.5764, 0.2643)
N (-0.9708, -2.4709, 0.2847)
H (0.2123, 2.5192, 2.0154)
H (0.1409, 2.9673, 0.2774)
H (-1.1102, 1.9941, 1.0432)
H (1.6245, 1.1173, 0.1506)
H (1.0242, 0.4579, 1.6312)
H (-1.1829, 0.0269, -0.0643)
H (1.0754, 0.6790, -1.8574)
H (0.2875, -0.9131, -2.1864)
H (-0.5733, 0.5976, -2.2189)
H (0.9074, -2.0307, -0.4067)
H (0.6433, -1.5932, 1.2424)
H (-1.2120, -2.7601, -0.6599)
H (-1.8023, -2.0131, 0.6416)

- What is the formula in the third record?
  C19H18F6N8O2S